Below is C57H77AsBrN3O6SeY as an isolated structure in a non-equilibrium geometry, with properties calculated with the ωB97M-V functional and the def2-TZVPD basis.

Last column: Mulliken charge in e.
Positions of all 147 atoms, in Å:
Y -0.02628 0.46941 -0.32297  -0.83
C 5.46098 3.41905 -4.92333  -1.67
C 4.04469 3.37457 -5.51932  2.31
C 3.80053 4.68409 -6.26974  -2.20
C 3.95919 2.22117 -6.53037  -1.83
C 3.03148 3.15015 -4.39733  -0.17
C 3.08782 1.99572 -3.62271  -0.87
C 2.19541 1.79669 -2.59097  -0.06
Se 2.42010 0.19714 -1.52572  0.15
C 3.43089 1.02757 -0.10878  0.45
C 4.80855 1.08051 -0.22293  -0.54
C 5.57794 1.70932 0.74566  -0.80
C 4.88773 2.28592 1.81360  -0.36
C 3.50654 2.25319 1.96045  -0.46
C 2.71696 1.58432 0.98021  0.40
O 1.42613 1.49103 1.06789  0.36
C 2.81693 2.92481 3.15408  2.62
C 1.84027 3.99585 2.63425  -1.29
C 2.05705 1.86177 3.96697  -1.31
C 3.80110 3.61790 4.09552  -2.57
C 7.09787 1.75752 0.60371  2.38
C 7.65775 0.32654 0.59916  -1.65
C 7.46877 2.44758 -0.71842  -1.74
C 7.76614 2.52567 1.74399  -2.32
C 1.15398 2.70895 -2.24787  0.11
O 0.33723 2.44302 -1.26903  0.08
C 1.10124 3.88497 -3.04097  -0.10
C 2.03365 4.05581 -4.06741  -0.27
C 0.05962 5.01386 -2.88912  2.35
C -0.92072 4.81756 -1.72736  -1.88
C 0.77868 6.34980 -2.64428  -1.95
C -0.77266 5.09720 -4.17928  -1.70
H 6.20728 3.57099 -5.71078  0.48
H 5.69752 2.48836 -4.40305  0.31
H 5.54354 4.23669 -4.20310  0.34
H 4.55012 4.79651 -7.05745  0.46
H 3.88094 5.54715 -5.60393  0.36
H 2.81283 4.69489 -6.73822  0.39
H 4.65942 2.38431 -7.35654  0.48
H 2.94891 2.14905 -6.94008  0.35
H 4.20144 1.26451 -6.06296  0.31
H 3.83571 1.23141 -3.80453  0.39
H 5.26637 0.62409 -1.09510  0.33
H 5.46290 2.79426 2.57529  0.64
H 1.17021 3.57453 1.88580  -0.16
H 2.39536 4.81463 2.16726  0.33
H 1.24644 4.40508 3.45922  0.48
H 1.34543 1.32657 3.34002  -0.14
H 1.51624 2.32894 4.79744  0.48
H 2.75813 1.12964 4.37821  0.32
H 4.36898 4.39928 3.58289  0.41
H 4.50387 2.90772 4.53998  0.41
H 3.24114 4.08834 4.90809  0.47
H 7.24723 -0.25458 -0.22983  0.30
H 7.40256 -0.18333 1.53221  0.29
H 8.74843 0.33883 0.50104  0.47
H 7.08013 1.89589 -1.57725  0.32
H 8.55627 2.52023 -0.82346  0.47
H 7.04780 3.45549 -0.75134  0.33
H 7.57000 2.05613 2.71137  0.40
H 7.42050 3.56199 1.78219  0.40
H 8.84806 2.53649 1.58857  0.46
H 1.96514 4.96802 -4.64800  0.27
H -0.39239 4.77182 -0.77490  0.23
H -1.48642 3.89369 -1.84287  0.16
H -1.61819 5.66270 -1.70586  0.56
H 1.39925 6.28058 -1.74738  0.37
H 0.04572 7.15008 -2.49646  0.47
H 1.42080 6.63439 -3.48028  0.34
H -1.24307 4.13120 -4.38088  0.26
H -0.15618 5.35858 -5.04229  0.32
H -1.55720 5.85541 -4.07976  0.46
C -2.36197 2.73599 0.91130  -0.35
C -3.35101 2.14076 -0.09512  -0.99
N -2.69841 1.17362 -0.96994  -0.06
C -3.46223 -0.02430 -1.31045  -1.04
C -2.97164 -1.27590 -0.50716  -0.35
N -2.10275 -0.86494 0.58872  0.39
C -2.80607 -0.36586 1.77668  -1.19
C -2.05874 0.80396 2.43191  -0.67
N -1.46581 1.71610 1.45031  0.55
H -2.93080 3.23457 1.70742  0.57
H -1.74453 3.48112 0.40900  -0.19
H -3.81735 2.95820 -0.65509  0.52
H -4.14941 1.63885 0.45007  0.50
H -2.31178 1.61650 -1.79352  0.23
H -3.35061 -0.22917 -2.37341  0.45
H -4.52660 0.13802 -1.12162  0.47
H -2.38756 -1.91929 -1.15904  -0.33
H -3.83692 -1.85198 -0.15841  0.74
H -1.48515 -1.62473 0.86442  -0.07
H -2.91164 -1.15260 2.52720  0.55
H -3.81032 -0.06288 1.47911  0.44
H -1.24871 0.37410 3.01628  0.25
H -2.74290 1.33420 3.10875  0.42
H -0.67251 2.17967 1.88458  0.01
O -0.24095 -1.36232 -1.92014  0.37
C -0.61680 -0.71066 -2.94149  0.03
O -0.83072 0.51707 -2.90524  -0.58
C -0.84639 -1.45685 -4.22801  -0.13
C -0.33913 -2.73945 -4.40480  0.74
C -0.54285 -3.41564 -5.59929  -1.00
C -1.26357 -2.81139 -6.62243  -0.49
C -1.78864 -1.53701 -6.44184  -0.88
C -1.57409 -0.85945 -5.25045  -0.53
H 0.20671 -3.19612 -3.59007  0.04
H -0.13892 -4.41178 -5.73553  0.44
H -1.42186 -3.33632 -7.55702  0.39
H -2.36201 -1.07123 -7.23461  0.40
H -1.96575 0.13794 -5.09256  0.48
Br 6.41356 -3.67621 4.03979  -0.25
C 4.71281 -2.98830 3.52492  0.00
C 3.60847 -3.26539 4.31396  -0.62
C 2.37496 -2.74578 3.94156  -0.94
C 2.24898 -1.98593 2.78685  0.82
C 3.37132 -1.73218 2.00749  0.41
C 4.61765 -2.22155 2.37655  -1.09
C 0.88877 -1.45955 2.37312  -0.46
O -0.00751 -1.41749 3.22376  -0.82
O 0.77606 -1.14904 1.14474  0.75
H 3.71042 -3.88758 5.19258  0.42
H 1.48935 -2.92880 4.53625  0.48
H 3.26120 -1.14338 1.10980  0.15
H 5.49624 -2.00971 1.77971  0.57
C 1.73567 -4.99952 0.84907  -1.39
As 0.74378 -3.82553 -0.39587  1.19
C -0.19026 -5.31526 -1.29678  -1.45
C 2.31842 -3.52641 -1.58876  -0.71
C 3.07355 -4.74123 -2.02697  0.08
C 4.28565 -5.08550 -1.42787  -0.23
C 4.98660 -6.21725 -1.82163  -0.76
C 4.47569 -7.04778 -2.81026  -0.39
C 3.27078 -6.71841 -3.41919  -0.85
C 2.58717 -5.57179 -3.04029  0.03
H 2.05963 -5.92072 0.36128  0.45
H 1.11012 -5.24824 1.70775  0.45
H 2.61584 -4.46554 1.21664  0.15
H 0.46589 -6.14774 -1.55392  0.44
H -0.70418 -4.95695 -2.19162  0.26
H -0.95073 -5.67383 -0.60051  0.49
H 2.95766 -2.87719 -0.98879  0.23
H 1.98261 -2.94388 -2.44502  0.37
H 4.68397 -4.44485 -0.64758  0.48
H 5.93654 -6.45229 -1.35608  0.40
H 5.01185 -7.94135 -3.10604  0.38
H 2.86069 -7.35832 -4.19185  0.39
H 1.66360 -5.30306 -3.54194  0.49

- Total charge: -1
- ΔE to the lowest compared entry with this formula, charge and spin: 12.0 kcal per mole
- E_HOMO: -4.607 eV

=====

Below is C24H25NO6S in the gas phase in a non-equilibrium geometry, with properties calculated with the ωB97M-V functional and the def2-TZVPD basis.

Last column: Mulliken charge in e.
Positions of all 57 atoms, in Å:
C 0.92762 3.92158 1.50336  -1.12
C 2.25519 3.29316 1.09307  -0.43
C 2.65589 2.11305 1.98536  -1.11
C 2.17075 0.75820 1.45431  0.33
N 2.64393 -0.31249 2.30898  -0.34
S 2.26321 -1.83062 1.67231  1.35
O 1.04469 -1.74304 0.91129  -0.54
O 2.34866 -2.77170 2.74400  -0.76
C 3.63054 -2.04635 0.55245  0.07
C 3.44902 -1.86889 -0.80413  -0.23
C 4.53226 -2.00891 -1.65566  -0.81
C 5.79039 -2.32539 -1.15525  0.91
C 6.96031 -2.50159 -2.07240  -1.44
C 5.94671 -2.50069 0.21828  -0.71
C 4.87051 -2.36085 1.07438  -0.64
C 0.64747 0.69402 1.38590  0.16
O -0.05052 0.54431 2.34994  -0.61
O 0.21085 0.90201 0.13662  -0.19
C -1.14358 0.74914 -0.12947  0.30
C -1.80754 1.80201 -0.75935  -0.64
C -3.14044 1.66998 -1.06825  -1.05
C -3.83189 0.49494 -0.75564  0.50
C -5.21583 0.26434 -1.03294  0.95
C -5.79996 -0.90638 -0.68804  0.57
C -5.07331 -1.97931 -0.04331  0.00
O -5.52189 -3.04914 0.28315  -0.65
O -3.74305 -1.72377 0.19784  -0.54
C -3.14244 -0.55963 -0.12372  -0.56
C -1.79128 -0.42767 0.18922  0.20
C -7.25464 -0.93393 -1.03736  -0.86
C -7.41749 0.29367 -1.95226  -0.71
C -6.20090 1.19604 -1.67061  -0.72
H 0.12453 3.19071 1.49707  0.24
H 0.66433 4.72709 0.82130  0.34
H 0.99896 4.33477 2.50700  0.35
H 3.03133 4.05904 1.15074  0.39
H 2.19839 2.95917 0.05527  0.28
H 2.25419 2.25638 2.99019  0.39
H 3.74231 2.04857 2.06400  0.38
H 2.57720 0.57636 0.45489  0.21
H 2.25861 -0.23986 3.24290  0.40
H 2.46218 -1.63682 -1.17352  0.52
H 4.39851 -1.87432 -2.71894  0.35
H 6.75742 -2.07810 -3.05230  0.35
H 7.17517 -3.56280 -2.19683  0.30
H 7.84884 -2.02987 -1.65860  0.37
H 6.92033 -2.75071 0.61323  0.40
H 4.96514 -2.49989 2.13895  0.43
H -1.26526 2.70440 -0.99337  0.53
H -3.66845 2.47775 -1.55040  0.45
H -1.25392 -1.23464 0.66262  0.72
H -7.53679 -1.86769 -1.52215  0.31
H -7.85189 -0.84546 -0.12650  0.29
H -8.35754 0.81187 -1.77506  0.32
H -7.39973 -0.02451 -2.99493  0.31
H -5.80839 1.65494 -2.57801  0.37
H -6.44872 1.99752 -0.96963  0.32

- ΔE to the lowest compared entry with this formula, charge and spin: 22.5 kcal per mole
- E_HOMO: -8.480 eV

=====

Which of these has the highest E_HOMO?
C57H77AsBrN3O6SeY